1.
The following is a DFT calculation (ωB97M-V/def2-TZVPD) of C14H16ClNO4S2 in the gas phase.

**SMILES**: COc1ccc(S(=O)(=O)NCCSCc2ccco2)cc1Cl
**Energy relative to the best compared isomer or geometry (same formula, charge and spin)**: 2.5 kJ/mol
**Kohn-Sham gap**: 8.951 eV

```
! wB97M-V def2-TZVPD RIJCOSX def2/J DEFGRID3
* xyz 0 1
C -3.6144 -1.5470 -2.2221
O -3.4892 -0.5875 -1.1979
C -2.2966 0.0162 -1.0145
C -1.1514 -0.2197 -1.7711
C 0.0295 0.4461 -1.4869
C 0.0769 1.3365 -0.4368
S 1.5820 2.2180 -0.0569
O 1.6277 2.4509 1.3589
O 1.7183 3.3355 -0.9429
N 2.7546 1.1176 -0.5149
C 3.1949 0.1668 0.4768
C 3.7020 -1.1098 -0.1812
S 2.4098 -2.0524 -1.0522
C 1.6512 -3.0068 0.3341
C 0.4609 -2.3684 0.9336
C -0.8697 -2.6239 0.7658
C -1.5576 -1.7369 1.6275
C -0.5979 -1.0021 2.2487
O 0.6251 -1.3754 1.8367
C -1.0442 1.5997 0.3283
C -2.2244 0.9471 0.0362
Cl -3.6327 1.2406 0.9757
H -4.6422 -1.9010 -2.1644
H -3.4371 -1.1067 -3.2076
H -2.9305 -2.3867 -2.0679
H -1.1688 -0.9280 -2.5829
H 0.9166 0.2588 -2.0681
H 3.4922 1.5632 -1.0378
H 3.9885 0.5782 1.1165
H 2.3316 -0.0409 1.1105
H 4.1564 -1.7704 0.5569
H 4.4380 -0.8718 -0.9490
H 1.3721 -3.9628 -0.1045
H 2.4374 -3.1517 1.0738
H -1.2990 -3.3639 0.1219
H -2.6165 -1.6620 1.7630
H -0.6483 -0.2130 2.9713
H -0.9778 2.2998 1.1450
*
```

Results of the Löwdin charge analysis, in e, for atoms 1 through 5:
1. C -0.07
2. O -0.11
3. C -0.31
4. C 0.00
5. C -0.07


2.
The following is a DFT calculation (ωB97M-V/def2-TZVPD) of C57H56ClN4O5P2PbS2 as an isolated structure.

**Energy relative to the best compared isomer or geometry (same formula, charge and spin)**: 68.7 kJ/mol
**Kohn-Sham gap**: 8.066 eV

```
! wB97M-V def2-TZVPD RIJCOSX def2/J DEFGRID3
* xyz 1 1
Pb 1.0519 -1.5739 -0.0645
O 3.0003 3.1196 -1.3836
S 2.4619 2.0006 -0.6797
O 3.3462 0.8963 -0.4586
O 1.3920 1.2606 -1.9394
O 1.4707 2.2523 0.3245
C 0.3681 0.5699 -4.2836
C 1.2961 -0.6666 -4.3962
P 2.2928 -1.2975 -2.9382
C 2.8536 -2.9015 -3.6342
C 3.2510 -3.0799 -4.9589
C 3.6877 -4.3197 -5.3963
C 3.7581 -5.3907 -4.5136
C 3.3889 -5.2172 -3.1895
C 2.9309 -3.9810 -2.7552
C 3.8511 -0.3378 -3.1295
C 3.8648 0.9854 -3.5627
C 5.0656 1.6497 -3.7654
C 6.2684 1.0005 -3.5362
C 6.2647 -0.3032 -3.0635
C 5.0660 -0.9686 -2.8579
P 0.0087 1.2612 -2.6395
C -1.2025 0.2067 -1.8330
C -2.2048 0.7749 -1.0422
C -3.2263 -0.0199 -0.5496
C -3.2578 -1.3784 -0.8424
C -2.2514 -1.9520 -1.6058
C -1.2286 -1.1628 -2.1056
C -0.7214 2.8896 -2.8096
C -0.1032 4.0282 -2.2966
C -0.7509 5.2533 -2.3890
C -1.9981 5.3424 -2.9847
C -2.6042 4.2113 -3.5182
C -1.9724 2.9854 -3.4307
H -0.5832 0.3404 -4.7674
H 0.8025 1.4235 -4.8083
H 2.0013 -0.4722 -5.2015
H 0.7029 -1.5355 -4.6845
H 3.2433 -2.2527 -5.6566
H 3.9861 -4.4496 -6.4288
H 4.1054 -6.3557 -4.8585
H 3.4542 -6.0431 -2.4922
H 2.6182 -3.8489 -1.7240
H 2.9397 1.5159 -3.7353
H 5.0508 2.6765 -4.1074
H 7.2039 1.5078 -3.7317
H 7.2000 -0.8102 -2.8626
H 5.0767 -1.9931 -2.5045
H -2.1753 1.8327 -0.8132
H -4.0103 0.4246 0.0497
H -4.0702 -1.9906 -0.4733
H -2.2628 -3.0131 -1.8152
H -0.4452 -1.6240 -2.6961
H 0.8686 3.9711 -1.8421
H -0.2742 6.1354 -1.9820
H -2.5051 6.2972 -3.0358
H -3.5698 4.2854 -4.0009
H -2.4452 2.0986 -3.8386
C -0.0995 -3.4890 -0.3871
C -0.7470 -4.5172 -0.4209
C -1.5372 -5.7112 -0.4779
C -2.4897 -5.9781 0.5091
C -3.2510 -7.1333 0.4509
C -3.0733 -8.0359 -0.5889
C -2.1393 -7.7708 -1.5815
C -1.3745 -6.6177 -1.5287
H -2.6242 -5.2730 1.3196
H -3.9910 -7.3305 1.2156
H -3.6588 -8.9450 -0.6250
H -2.0106 -8.4643 -2.4023
H -0.6406 -6.4092 -2.2967
C -4.4188 1.6538 1.9045
C -3.6284 2.7903 2.5713
C -2.4296 3.1532 1.6934
C -4.5533 4.0169 2.6167
C -3.2288 2.3690 4.0266
O -4.4351 2.0855 4.7507
C -2.5158 3.4426 4.8953
C -1.0536 3.9025 4.7439
C -0.8101 5.1442 3.9168
C 0.2544 5.1800 3.0237
C 0.5283 6.3078 2.2637
C -0.2788 7.4230 2.4045
Cl 0.0146 8.8316 1.4278
C -1.3284 7.4290 3.3084
C -1.5809 6.2938 4.0642
C -2.6351 0.9289 4.1256
N -1.4591 0.4576 3.4072
C -1.4329 -0.3196 2.3197
N -0.2067 -0.7454 2.0911
C 0.5130 -0.1664 3.0935
N -0.2130 0.5478 3.9173
H -4.8930 2.0275 0.9946
H -5.2006 1.2854 2.5688
H -3.7740 0.8181 1.6232
H -2.7679 3.2785 0.6607
H -1.6389 2.4028 1.6975
H -1.9893 4.0975 2.0026
H -4.8037 4.3146 1.5970
H -4.0756 4.8728 3.0955
H -5.4905 3.7978 3.1319
H -4.8298 2.9141 5.0389
H -2.6137 3.0339 5.9033
H -3.1480 4.3329 4.8680
H -0.4180 3.1011 4.3879
H -0.7077 4.1371 5.7545
H 0.8684 4.2999 2.8890
H 1.3539 6.3036 1.5641
H -1.9340 8.3178 3.4242
H -2.3979 6.3168 4.7772
H -3.4473 0.2696 3.8292
H -2.4498 0.7581 5.1846
H -2.3028 -0.5899 1.7417
H 1.5775 -0.2907 3.2154
S 5.3565 -2.9639 1.8928
C 4.1464 -2.1964 0.9587
N 2.9404 -2.6541 1.1069
C 2.8959 -3.6927 2.0318
C 1.7570 -4.3903 2.4385
C 1.9021 -5.3783 3.3877
C 3.1539 -5.6784 3.9381
C 4.2896 -5.0050 3.5389
C 4.1477 -4.0085 2.5780
H 4.3745 -1.3651 0.3012
H 0.7985 -4.1547 1.9940
H 1.0335 -5.9357 3.7121
H 3.2341 -6.4466 4.6955
H 5.2569 -5.2380 3.9632
*
```

Results of the Löwdin charge analysis, in e, for atoms 1 through 5:
1. Pb 1.25
2. O -0.26
3. S 0.42
4. O -0.32
5. O -0.47


3.
The following is a DFT calculation (ωB97M-V/def2-TZVPD) of C4H7NO2 in the gas phase.

**SMILES**: C=C(NC=O)OC
**Energy relative to the best compared isomer or geometry (same formula, charge and spin)**: 227.7 kJ/mol
**Kohn-Sham gap**: 10.187 eV

```
! wB97M-V def2-TZVPD RIJCOSX def2/J DEFGRID3
* xyz 0 1
C -0.5539 1.8679 -0.2444
C -0.5487 0.6366 0.2634
N 0.6302 -0.0311 0.6776
C 1.6191 -0.1705 -0.3898
O 2.7318 -0.5693 -0.0938
O -1.6722 -0.1174 0.2669
C -1.8308 -1.3384 -0.2940
H -1.5079 2.3596 -0.6292
H 0.2949 2.5304 -0.1486
H 0.7161 -0.5324 1.5206
H 1.2130 0.2954 -1.2994
H -2.0488 -1.1579 -1.4104
H -0.9590 -1.9717 -0.3048
H -2.7098 -1.7850 0.1316
*
```

Results of the Löwdin charge analysis, in e, for atoms 1 through 5:
1. C 0.08
2. C -0.44
3. N 0.10
4. C -0.26
5. O 0.03


4.
The following is a DFT calculation (ωB97M-V/def2-TZVPD) of an isolated ion of composition C5H10NO and charge +1.

**SMILES**: [NH3+]/C=C/CCC=O
**Energy relative to the best compared isomer or geometry (same formula, charge and spin)**: 197.1 kJ/mol
**Kohn-Sham gap**: 9.022 eV

```
! wB97M-V def2-TZVPD RIJCOSX def2/J DEFGRID3
* xyz 1 1
N -2.4296 -0.2610 -1.9375
C -1.1853 0.4577 -1.6563
C -0.5909 0.3926 -0.4758
C 0.7453 1.0319 -0.2562
C 1.6811 0.2423 0.6618
C 0.9960 -0.3390 1.8839
O 1.0939 -1.4991 2.1617
H -2.9560 -0.6532 -1.1480
H -2.4034 -1.0319 -2.6134
H -3.1082 0.3439 -2.4217
H -0.7046 0.8592 -2.5311
H -1.1628 0.0675 0.3920
H 0.4774 1.9601 0.2538
H 1.2837 1.2342 -1.1833
H 2.5520 0.8499 0.9276
H 2.1207 -0.5940 0.1253
H 0.4477 0.3949 2.4755
*
```

Results of the Löwdin charge analysis, in e, for atoms 1 through 5:
1. N 0.19
2. C -0.08
3. C -0.05
4. C -0.17
5. C -0.15


Number 1: F_max 0.989 eV/A. Number 2: F_max 0.948 eV/A. Number 3: F_max 4.240 eV/A. Number 4: F_max 2.192 eV/A.